Record 1
{
  "formula": "C22H63F2NO26PtS2",
  "method": "wB97M-V/def2-TZVPD",
  "symbols": ["Pt", "C", "C", "O", "O", "H", "H", "H", "N", "S", "O", "O", "F", "S", "O", "O", "F", "C", "C", "O", "O", "H", "H", "H", "H", "H", "H", "C", "C", "O", "O", "H", "H", "H", "H", "H", "H", "C", "C", "O", "O", "H", "H", "H", "H", "H", "H", "C", "C", "O", "O", "H", "H", "H", "H", "H", "H", "C", "C", "O", "O", "H", "H", "H", "H", "H", "H", "C", "C", "O", "O", "H", "H", "H", "H", "H", "H", "C", "C", "O", "O", "H", "H", "H", "H", "H", "H", "C", "C", "O", "O", "H", "H", "H", "H", "H", "H", "C", "C", "O", "O", "H", "H", "H", "H", "H", "H", "C", "C", "O", "O", "H", "H", "H", "H", "H", "H"],
  "coordinates": [[-0.98997, -0.90122, -0.27410], [1.03242, -1.23610, -4.00835], [0.33019, -1.12940, -2.62299], [0.03947, -0.02692, -2.16107], [0.25641, -2.12016, -1.93871], [1.71803, -0.42902, -4.26654], [0.44851, -1.35927, -4.92048], [1.55761, -2.19061, -3.97383], [-1.97634, -1.48722, 1.46313], [-2.04156, -2.88787, 2.06469], [-3.25134, -3.65480, 1.94793], [-1.20452, -3.23172, 3.19515], [-1.19399, -3.57890, 0.82540], [-2.82040, -0.88338, 2.77734], [-2.05721, -0.54970, 3.98506], [-4.22438, -1.21197, 2.93899], [-2.96716, 0.54515, 2.01000], [0.99016, 1.12030, 1.14344], [1.70765, -0.14025, 0.67383], [0.87009, -1.21775, 0.86743], [-0.26981, 1.25402, 0.47989], [1.62889, 1.95525, 0.85539], [0.90703, 1.23446, 2.22426], [2.59996, -0.29001, 1.28166], [2.04155, 0.04199, -0.34764], [0.87627, -1.35377, 1.81772], [-0.41181, 2.19751, 0.37376], [0.28961, -6.22653, -1.35986], [-0.78337, -7.03190, -0.58237], [-1.11663, -8.34822, -1.01678], [0.75447, -5.09188, -0.65890], [-0.16357, -5.85092, -2.27727], [1.14791, -6.88159, -1.50924], [-1.70325, -6.44717, -0.57918], [-0.50206, -7.02427, 0.47068], [-1.77325, -8.75869, -0.44937], [0.57054, -4.34053, -1.22743], [-3.75375, -0.20295, -1.77530], [-3.29517, -1.58382, -2.28355], [-2.70684, -2.28615, -1.20076], [-2.63547, 0.40062, -1.13265], [-4.55929, -0.30153, -1.04764], [-4.19235, 0.44417, -2.53488], [-2.58251, -1.41866, -3.09160], [-4.13007, -2.11491, -2.74069], [-2.80754, -3.24053, -1.22540], [-2.93127, 1.25962, -0.82245], [3.42040, -3.56206, 1.17106], [2.73996, -4.75700, 1.90238], [2.84340, -6.01867, 1.20628], [4.83361, -3.86355, 1.09490], [3.38131, -2.63409, 1.74153], [3.13466, -3.44682, 0.12551], [1.71077, -4.47228, 2.12098], [3.25172, -4.97412, 2.83996], [2.27928, -5.88517, 0.44107], [5.28440, -3.01809, 1.03512], [0.62366, 4.95813, -0.53129], [-0.00287, 6.36974, -0.90582], [-0.55402, 6.37924, -2.19690], [-0.48765, 4.01999, -0.28125], [1.22484, 5.02891, 0.37517], [1.29043, 4.63028, -1.32880], [0.80455, 7.09785, -0.82817], [-0.83736, 6.69638, -0.28531], [-1.43655, 6.00274, -2.16530], [-1.27515, 4.46425, -0.60386], [2.19007, -1.34336, 5.72844], [1.53532, -0.51704, 4.52124], [1.05789, -1.49802, 3.58612], [1.33057, -2.29626, 6.26112], [2.59286, -0.63159, 6.44904], [3.08227, -1.90709, 5.45589], [2.34242, 0.19356, 4.34308], [0.68631, 0.05035, 4.90250], [0.44431, -2.13073, 3.96663], [1.73591, -3.04696, 6.70131], [-0.98427, 4.73281, 3.39496], [-1.76164, 3.40713, 3.33664], [-3.14353, 3.59630, 2.91097], [-1.44771, 5.49463, 4.46341], [-1.14361, 5.30070, 2.47833], [0.05494, 4.54118, 3.66224], [-1.69746, 2.92280, 4.31102], [-1.36520, 2.72663, 2.58307], [-3.70330, 3.41448, 3.66938], [-2.35887, 5.70227, 4.24369], [-4.05584, 4.04348, -0.33252], [-4.01183, 3.91050, -1.84642], [-2.85106, 4.59802, -2.21199], [-3.24345, 3.07895, 0.22765], [-5.05393, 3.70947, -0.04909], [-3.89103, 5.04668, 0.06057], [-4.89467, 4.36197, -2.29904], [-4.03736, 2.90458, -2.26544], [-2.76341, 4.46471, -3.15864], [-3.24378, 3.16142, 1.18410], [5.38749, -1.35075, -2.79202], [4.11616, -0.98045, -2.10414], [4.33762, -0.37794, -0.85744], [6.09778, -0.24729, -3.12758], [5.10856, -1.88353, -3.70111], [6.01307, -2.07806, -2.27455], [3.61516, -1.92286, -1.88284], [3.49906, -0.34491, -2.73926], [4.30443, 0.57809, -0.93805], [6.51719, 0.02674, -2.30868], [-0.60401, 2.89408, -3.83758], [0.84216, 2.55287, -4.26534], [1.54703, 2.04335, -3.09176], [-1.51078, 1.79963, -3.75621], [-1.07930, 3.55004, -4.56691], [-0.58820, 3.45578, -2.90359], [1.36185, 3.46642, -4.55422], [0.91179, 1.83336, -5.08116], [1.02729, 1.29698, -2.78451], [-1.25695, 1.25807, -3.00530]],
  "charge": 0,
  "homo_energy_ev": [-8.87, -9.23],
  "spin_multiplicity": 3,
  "max_force_ev_per_a": 10.50,
  "s_squared": 2.0048
}

Record 2
{
  "formula": "C22H63N3O11",
  "method": "wB97M-V/def2-TZVPD",
  "symbols": ["C", "O", "C", "C", "N", "C", "C", "O", "C", "H", "H", "H", "H", "H", "H", "H", "H", "H", "H", "H", "H", "H", "H", "H", "C", "O", "C", "C", "N", "C", "C", "O", "C", "H", "H", "H", "H", "H", "H", "H", "H", "H", "H", "H", "H", "H", "H", "H", "C", "O", "C", "C", "N", "C", "C", "O", "C", "H", "H", "H", "H", "H", "H", "H", "H", "H", "H", "H", "H", "H", "H", "H", "C", "O", "H", "H", "H", "H", "C", "O", "H", "H", "H", "H", "C", "O", "H", "H", "H", "H", "C", "O", "H", "H", "H", "H", "O", "H", "H"],
  "coordinates": [[-22.73636, -8.59709, 9.84606], [-22.71462, -9.61279, 10.84046], [-21.77367, -10.65668, 10.76296], [-21.47616, -11.25022, 12.21365], [-20.49399, -10.38780, 12.95571], [-21.12622, -9.19597, 13.49277], [-20.09892, -8.62893, 14.52685], [-20.04526, -9.52297, 15.68154], [-18.96930, -9.21649, 16.56189], [-22.97920, -9.01150, 8.86760], [-21.76580, -8.10124, 9.82981], [-23.34357, -7.75447, 10.17681], [-20.85839, -10.21086, 10.37360], [-22.10137, -11.43562, 10.07451], [-21.22071, -12.30987, 12.21527], [-22.44113, -11.25414, 12.72050], [-20.18638, -10.85610, 13.79604], [-22.05029, -9.43617, 14.01858], [-21.23883, -8.32174, 12.85156], [-20.37880, -7.65020, 14.91652], [-19.07820, -8.57793, 14.14790], [-18.91649, -10.00799, 17.30946], [-19.07798, -8.20688, 16.95811], [-17.99051, -9.35792, 16.10357], [-22.37472, -14.94255, 20.11075], [-21.88773, -15.00683, 18.73242], [-20.46614, -14.81369, 18.67203], [-19.95706, -13.41123, 18.93224], [-18.66426, -13.11222, 18.30560], [-18.03256, -11.82535, 18.55302], [-16.57441, -11.88686, 18.33250], [-15.92144, -12.69326, 19.33840], [-14.51235, -12.57450, 19.51996], [-23.36449, -15.39826, 20.08252], [-22.46549, -13.89380, 20.39355], [-21.83138, -15.39498, 20.94031], [-20.09448, -15.12602, 17.69610], [-19.95791, -15.50875, 19.34037], [-19.98938, -13.14350, 19.98836], [-20.69133, -12.74238, 18.48325], [-18.00940, -13.85137, 18.51757], [-18.24157, -11.59951, 19.59868], [-18.33767, -11.03557, 17.86653], [-16.18171, -10.87181, 18.27302], [-16.35801, -12.24192, 17.32492], [-13.88998, -12.83918, 18.66515], [-14.25123, -13.28516, 20.30411], [-14.14911, -11.59987, 19.84592], [-12.08122, -5.51171, 15.46181], [-12.58799, -4.45170, 16.25792], [-11.85285, -4.29157, 17.46904], [-11.92545, -5.32686, 18.63160], [-13.15412, -6.12986, 18.67788], [-13.19206, -7.06285, 19.81379], [-14.39870, -8.00084, 19.85192], [-14.29421, -9.02774, 18.84977], [-15.48881, -9.78032, 18.64005], [-12.79259, -5.79730, 14.68690], [-11.85453, -6.39005, 16.06616], [-11.23389, -5.12287, 14.89707], [-12.20966, -3.38995, 17.96690], [-10.79405, -4.13388, 17.26365], [-11.80391, -4.74498, 19.54523], [-11.07730, -6.00825, 18.56488], [-13.43824, -6.59507, 17.82761], [-13.10473, -6.49911, 20.74260], [-12.33785, -7.73971, 19.83004], [-15.35354, -7.49589, 19.70555], [-14.40757, -8.35753, 20.88187], [-15.30517, -10.80180, 18.30695], [-16.28610, -9.33464, 18.04524], [-15.90556, -9.85893, 19.64416], [-15.34568, -6.75325, 16.69596], [-16.39322, -7.67417, 16.60736], [-15.72205, -5.81064, 17.09336], [-14.78037, -7.15223, 17.53820], [-14.74620, -6.60995, 15.79697], [-16.99385, -7.40894, 15.90702], [-17.04071, -11.69810, 15.06560], [-16.86892, -10.25477, 14.98224], [-17.89605, -12.00880, 14.46563], [-16.18338, -12.21873, 14.63894], [-17.13420, -12.00147, 16.10835], [-16.87699, -9.84321, 15.84950], [-13.43093, -8.86911, 15.00520], [-14.19696, -8.84381, 16.21815], [-12.38921, -9.16586, 15.12715], [-13.89327, -9.58792, 14.32869], [-13.43360, -7.89155, 14.52304], [-15.13658, -8.75922, 16.04045], [-17.93784, -8.19869, 18.77526], [-17.83258, -9.56069, 18.76923], [-17.69186, -7.71584, 17.82951], [-18.93238, -7.84792, 19.05085], [-17.34213, -7.74381, 19.56665], [-18.46602, -9.92383, 19.39253], [-16.98168, -9.48910, 16.76192], [-17.15947, -9.63956, 17.69035], [-16.70249, -8.57466, 16.71615]],
  "charge": 0,
  "homo_energy_ev": -7.32,
  "spin_multiplicity": 1,
  "max_force_ev_per_a": 15.04
}